This record from the OMol25 dataset describes 5 unconnected molecules or ions with the total composition C41H71NO11 at a distorted geometry. The level of theory is the ωB97M-V functional and the def2-TZVPD basis.

HOMO energy   -8.707 eV
Orbital gap   8.0 eV

```
124
Properties=species:S:1:pos:R:3:mulliken_charge:R:1
H 3.32180 0.75478 -5.54600 0.30
N 4.14240 0.48759 -5.00494 -0.79
C 3.86414 -0.44550 -4.19519 0.50
C 4.96064 -0.96781 -3.30518 -1.28
C 2.48527 -1.11000 -4.07222 -0.83
C 1.53808 -0.32493 -3.21104 1.24
C 1.23922 -0.57814 -1.92871 0.69
C 1.73202 -1.72051 -1.09922 -1.33
C 0.55868 -2.72086 -0.87542 -0.25
C 0.86891 -4.17666 -1.19950 0.81
C -0.43240 -4.99280 -1.03486 -1.51
C 1.35763 -4.37478 -2.64198 -1.43
C 0.32073 0.37897 -1.23311 -0.36
O 0.52880 0.73350 -0.09538 -0.72
C -0.82404 0.89255 -2.03834 0.58
C -2.14178 1.12907 -1.37237 -1.21
C -3.22899 0.07411 -1.69156 -0.66
C -4.35731 0.58770 -2.62072 -0.50
C -5.65053 0.94445 -1.87106 -0.87
C -6.86434 0.83962 -2.80162 -0.99
C -7.23763 -0.61434 -3.14065 -0.23
C -8.33083 -1.15778 -2.19820 -0.73
C -9.00538 -2.38053 -2.80891 -0.71
O -9.72541 -1.96796 -3.96376 -0.36
C -9.42911 -2.70800 -5.12938 -0.75
C -0.55072 1.10890 -3.33205 1.34
C -1.46225 1.57307 -4.40260 -1.07
C -1.97872 0.64146 -5.25846 -0.75
C 0.85788 0.86904 -3.80972 -0.17
O 1.38025 1.59015 -4.62887 -0.68
H 5.90665 -0.68605 -3.76535 0.44
H 4.93402 -0.52024 -2.31064 0.21
H 4.95352 -2.05624 -3.23517 0.31
H 2.64225 -2.11638 -3.69580 -0.16
H 2.06714 -1.16368 -5.07979 0.52
H 2.60133 -2.19299 -1.55023 0.68
H 2.01018 -1.34091 -0.11515 0.39
H -0.27611 -2.43412 -1.52904 -0.13
H 0.17926 -2.64909 0.13956 0.17
H 1.59974 -4.60660 -0.50988 0.46
H -0.20756 -6.05818 -0.99428 0.45
H -1.02915 -4.83864 -1.94192 0.40
H -1.03357 -4.65465 -0.19626 0.17
H 1.01108 -5.33766 -3.01945 0.52
H 0.93797 -3.61283 -3.30358 0.27
H 2.44511 -4.37320 -2.73868 0.25
H -1.96819 1.11369 -0.29500 0.33
H -2.50978 2.13469 -1.58841 0.63
H -3.71209 -0.15900 -0.74011 0.46
H -2.79757 -0.86137 -2.04816 0.26
H -4.01738 1.49906 -3.11219 0.32
H -4.54775 -0.18268 -3.36882 0.37
H -5.78874 0.34672 -0.96807 0.43
H -5.58102 1.99666 -1.58090 0.28
H -7.73073 1.32621 -2.34810 0.49
H -6.65167 1.40197 -3.71453 0.33
H -6.35920 -1.24546 -2.97014 0.22
H -7.51545 -0.73449 -4.18628 0.34
H -7.83683 -1.43477 -1.26528 0.27
H -9.09405 -0.39322 -2.05687 0.39
H -9.73552 -2.76169 -2.08784 0.37
H -8.27481 -3.15652 -3.04955 0.40
H -9.98675 -3.65050 -5.13468 0.31
H -8.35996 -2.91089 -5.23350 0.35
H -9.75314 -2.11692 -5.98486 0.23
H -1.73330 2.62086 -4.51899 0.42
H -2.55497 -0.20207 -4.87843 0.21
H -1.80150 0.64641 -6.33102 0.34
C 1.63001 3.15084 2.23961 -0.84
C 1.42373 1.78220 2.84323 0.13
O 2.62228 1.25789 3.43770 -0.34
C 2.98103 1.50613 4.70427 0.67
C 2.27855 2.60104 5.47504 -0.96
O 3.90657 0.89885 5.17669 -0.58
H 1.90690 3.90401 2.97963 0.38
H 0.72355 3.48251 1.73529 0.37
H 2.43575 3.10515 1.50765 0.12
H 0.59874 1.75849 3.55728 0.31
H 1.17508 1.09859 2.03729 -0.12
H 2.82437 3.53341 5.33561 0.24
H 2.29636 2.33835 6.52994 0.34
H 1.23982 2.74796 5.19175 0.37
C 6.55277 1.01790 8.45034 -1.04
C 5.97307 2.13979 7.61555 -0.01
O 5.93657 3.37860 8.33848 -0.36
C 6.97646 4.23055 8.39244 0.72
C 8.33856 3.76643 7.92717 -0.89
O 6.81170 5.31834 8.87198 -0.57
H 7.59068 1.21184 8.72381 0.30
H 6.51040 0.07787 7.90036 0.35
H 5.98848 0.90884 9.37668 0.32
H 6.49585 2.26037 6.66665 0.32
H 4.93788 1.91729 7.37014 0.00
H 8.87721 3.35314 8.77886 0.25
H 8.87964 4.63257 7.55530 0.30
H 8.30916 3.02984 7.12832 0.31
C 4.74058 5.48535 -3.37405 -0.89
C 4.46723 5.70720 -1.90116 -0.35
O 3.07612 5.58718 -1.59102 -0.39
C 2.48672 4.40809 -1.31561 0.55
C 3.22129 3.11953 -1.61400 -0.41
O 1.35832 4.40435 -0.90720 -0.54
H 4.47420 4.47537 -3.68602 0.22
H 5.79650 5.64531 -3.59346 0.35
H 4.14973 6.17779 -3.97350 0.29
H 5.06198 5.04661 -1.26878 0.35
H 4.73049 6.72664 -1.62366 0.32
H 2.96787 2.79633 -2.62482 0.15
H 2.87833 2.36565 -0.90740 -0.12
H 4.30232 3.18843 -1.52049 0.50
C -3.96956 -5.60571 4.19323 -0.97
C -2.47867 -5.46415 4.41570 -0.42
O -1.77634 -5.21047 3.19435 -0.38
C -1.60840 -3.97954 2.68470 0.70
C -2.41554 -2.82700 3.23420 -1.05
O -0.86720 -3.84030 1.74821 -0.48
H -4.40872 -4.68492 3.80876 0.27
H -4.47059 -5.86157 5.12688 0.36
H -4.16754 -6.39065 3.46357 0.30
H -2.24329 -4.70303 5.16046 0.37
H -2.06813 -6.40163 4.78597 0.31
H -3.33442 -2.73627 2.65581 0.25
H -1.83112 -1.91850 3.11176 0.29
H -2.66179 -2.91851 4.28895 0.35
```